# C33H37CoF3N3O4

C33H37CoF3N3O4 as an isolated structure (ωB97M-V/def2-TZVPD, the OMol25 dataset).

Geometry as XYZ:
```
81
C33H37CoF3N3O4 | the OMol25 dataset | ωB97M-V/def2-TZVPD
Co 0.020 -0.099 0.692
C 0.689 2.685 3.049
C 1.609 2.812 1.831
C 2.320 1.507 1.454
C 0.951 3.486 0.634
C 1.534 4.676 0.204
C 1.025 5.398 -0.861
C -0.073 4.894 -1.533
C -0.674 3.695 -1.161
C -1.823 3.195 -2.027
C -3.081 4.056 -1.871
C -1.415 3.140 -3.505
C -0.182 2.985 -0.042
N -0.785 1.758 0.344
C -2.123 1.752 0.593
O -2.865 2.706 0.801
C -2.731 0.352 0.502
C -4.052 -0.009 0.674
C -4.375 -1.352 0.491
C -3.407 -2.290 0.138
C -2.108 -1.841 0.002
N -1.846 -0.566 0.178
C -0.862 -2.632 -0.396
O -0.996 -3.727 -0.944
N 0.270 -1.942 -0.155
C 1.527 -2.427 -0.636
C 1.958 -2.042 -1.918
C 3.247 -2.384 -2.333
C 4.102 -3.110 -1.531
C 3.643 -3.543 -0.299
C 2.365 -3.236 0.164
C 1.969 -3.914 1.473
C 1.312 -3.046 2.539
C 1.128 -5.168 1.196
C 1.111 -1.370 -3.004
C 0.517 -2.468 -3.903
C -0.001 -0.392 -2.629
H 1.250 2.333 3.920
H 0.255 3.660 3.285
H -0.123 1.986 2.876
H 2.416 3.485 2.130
H 1.610 0.721 1.209
H 2.953 1.634 0.575
H 2.916 1.114 2.280
H 2.401 5.051 0.738
H 1.480 6.333 -1.166
H -0.474 5.441 -2.380
H -2.059 2.176 -1.722
H -2.867 5.089 -2.163
H -3.882 3.683 -2.518
H -3.431 4.050 -0.840
H -1.278 4.144 -3.916
H -0.482 2.593 -3.641
H -2.195 2.646 -4.093
H -4.786 0.736 0.951
H -5.399 -1.675 0.631
H -3.640 -3.334 -0.016
H 3.577 -2.060 -3.317
H 5.106 -3.350 -1.864
H 4.286 -4.152 0.328
H 2.916 -4.256 1.897
H 0.270 -2.844 2.307
H 1.345 -3.567 3.501
H 1.822 -2.088 2.661
H 0.236 -4.920 0.617
H 1.704 -5.903 0.626
H 0.818 -5.630 2.139
H 1.824 -0.796 -3.603
H -0.159 -3.094 -3.310
H -0.052 -2.025 -4.729
H 1.295 -3.109 -4.321
H -0.866 -0.896 -2.205
H 0.320 0.388 -1.935
H -0.333 0.104 -3.543
F -1.017 -1.870 5.562
C -0.819 -0.703 4.927
F 0.448 -0.334 5.160
F -1.617 0.213 5.508
C -1.164 -0.826 3.424
O -2.219 -1.379 3.161
O -0.287 -0.312 2.658
```

The calculation puts the molar mass at 655.6 Da. Its net charge is -1. The spin multiplicity is 4. For the HOMO-LUMO gap (spin up / spin down), the calculation gives 8.21 / 8.32 eV. The value obtained for the HOMO energy (spin up / spin down) is -5.49 / -5.62 eV. For the energy above the lowest of the compared OMol25 structures with the same formula, charge and spin, the calculation gives 0.0 kcal per mole.